1.
118
Properties=species:S:1:pos:R:3:forces:R:3 method="wB97M-V/def2-TZVPD" fmax_ha_per_bohr=0.0549 e_above_lowest_kcal_mol=41.5 total_charge=0 homo_energy_ev=-7.59 e_lumo_ev=0.3
C 2.2449 -0.5569 3.5708 1.0 -0.4 -0.6
C 2.0421 0.1776 2.1884 0.1 1.4 0.3
C 3.2324 0.0006 1.1573 -1.0 -0.6 1.0
N 0.9861 0.8858 1.9138 1.8 -2.1 0.5
P -0.2557 -0.1729 1.1289 -0.1 0.6 0.0
C -1.3775 1.3238 0.9521 -0.1 1.6 0.0
N -1.8708 1.8752 2.2333 0.1 -0.4 -0.7
C -1.5059 -1.3989 0.3335 -0.3 -2.2 -0.6
P -2.1101 -2.7404 1.5031 -1.5 1.1 1.1
O -2.4027 -2.2221 2.9079 1.1 -1.1 -2.3
O -1.0351 -4.0245 1.4441 -1.8 1.4 -0.3
O -3.5735 -3.2800 0.8317 2.5 0.3 0.6
H 3.1761 -1.1953 3.5150 -0.9 0.6 0.1
H 1.4019 -1.2645 3.8081 0.5 1.0 -0.2
H 2.4211 0.1644 4.4087 -0.5 -0.5 -0.8
H 3.6056 -1.0535 1.2975 -0.1 1.0 -0.3
H 2.8308 0.1407 0.1268 0.5 0.0 0.9
H 4.0581 0.7252 1.3810 -0.8 -0.7 -0.2
H -0.2012 -1.0257 2.2929 -0.2 0.4 -0.6
H 0.6669 -0.4410 0.0714 -0.5 0.0 0.2
H -2.2495 1.1988 0.2663 0.7 -0.3 0.6
H -0.7419 2.1420 0.4988 -0.4 -1.1 0.4
H -2.7345 1.4297 2.5305 0.4 -0.1 0.1
H -1.1430 1.8428 2.9442 -0.3 -0.1 -0.1
H -2.3992 -0.9449 -0.1647 0.6 -0.4 0.5
H -0.9474 -1.9591 -0.4784 -0.7 0.5 0.7
H -0.2498 -3.8452 1.9835 -0.3 0.1 0.0
H -4.1315 -2.4809 0.8566 0.0 -0.4 0.1
F 6.2541 2.1196 -1.8729 0.1 -0.2 -0.2
C 5.0256 2.4189 -1.4229 0.1 0.5 0.7
F 5.0142 2.0893 -0.1022 -0.2 0.0 -0.3
C 3.9194 1.6649 -2.1682 -0.2 -0.7 -0.6
F 4.0272 0.3309 -1.9669 0.3 0.1 0.1
F 2.7361 2.0389 -1.6068 0.2 0.4 0.0
C 3.7841 1.9315 -3.6859 -0.4 0.1 -0.4
O 4.3848 0.9770 -4.5851 1.4 0.4 1.0
C 5.7510 1.1321 -4.8849 -1.3 0.8 -0.2
F 6.1893 2.3137 -4.4305 0.4 -0.1 0.1
F 5.8298 1.2039 -6.2293 0.2 -0.4 -0.1
C 6.5956 -0.0493 -4.3961 0.3 -0.7 0.1
F 6.4915 -0.2235 -3.0661 -0.2 0.2 0.0
F 7.9031 0.1651 -4.6656 -0.1 0.3 -0.2
H 4.8837 3.5010 -1.4958 -0.2 0.0 -0.1
H 2.7168 1.8555 -3.9060 0.1 -0.2 0.2
H 4.0484 2.9548 -3.9474 0.3 -0.3 0.2
H 6.2834 -0.9755 -4.8836 -0.1 0.1 -0.2
F 0.8291 -3.8714 -5.8251 0.1 0.4 0.1
C 0.7719 -4.2944 -7.0971 -0.2 -0.8 0.0
F 1.4631 -5.4608 -7.1416 0.1 0.1 -0.3
C 1.3725 -3.2937 -8.0893 0.6 0.8 0.1
F 2.6941 -3.1268 -7.8629 -0.1 -0.1 0.2
F 1.2677 -3.8551 -9.3278 -0.4 -0.1 0.1
C 0.7028 -1.9009 -8.1839 -0.2 0.6 -0.3
O 1.3043 -0.8100 -7.4673 0.1 -0.8 1.0
C 0.9766 -0.6035 -6.1166 -0.7 -0.2 -1.5
F -0.0666 -1.3767 -5.7738 0.1 -0.1 0.4
F 0.5385 0.6710 -6.0283 0.3 0.1 0.3
C 2.1840 -0.7741 -5.1907 0.6 0.1 0.1
F 2.7241 -2.0050 -5.2917 -0.2 -0.1 -0.2
F 1.8208 -0.6128 -3.8942 -0.3 0.2 -0.1
H -0.2709 -4.5138 -7.3429 0.0 0.1 -0.1
H 0.8054 -1.6024 -9.2291 0.2 -0.1 0.1
H -0.3737 -1.9480 -8.0127 0.1 -0.2 0.3
H 2.9629 -0.0461 -5.4284 -0.4 -0.1 -0.2
F 0.4276 -3.7911 5.9941 0.2 -0.4 0.1
C -0.8935 -3.5319 5.9843 -0.2 0.8 -0.4
F -1.0653 -2.4097 6.7286 -0.3 -0.2 0.1
C -1.7236 -4.6836 6.5576 0.2 -0.7 0.5
F -1.4367 -4.8814 7.8650 0.2 0.1 0.0
F -3.0289 -4.2939 6.5098 0.1 0.1 -0.3
C -1.6456 -6.0432 5.8214 -0.3 -0.6 -0.3
O -0.7681 -7.0525 6.3512 0.9 0.9 0.1
C 0.5872 -7.0549 5.9834 -1.7 -0.1 -0.6
F 0.7942 -6.1945 4.9736 0.4 0.2 0.1
F 0.8352 -8.2819 5.4807 0.3 -0.1 0.3
C 1.5172 -6.8155 7.1772 0.4 0.0 0.6
F 1.2670 -5.6398 7.7810 -0.2 0.1 -0.2
F 2.8076 -6.7834 6.7696 -0.1 -0.2 -0.3
H -1.1972 -3.3014 4.9576 -0.2 -0.1 0.0
H -2.6365 -6.4879 5.9320 0.1 0.1 0.2
H -1.5140 -5.9224 4.7450 0.2 0.2 0.1
H 1.4032 -7.6074 7.9202 -0.1 -0.1 -0.2
F 1.4644 4.9614 -3.2582 -0.1 0.1 0.3
C 2.3690 5.7011 -3.9147 -0.1 -0.2 -0.6
F 3.3439 4.8388 -4.3139 0.2 0.4 0.0
C 2.9757 6.8090 -3.0499 0.0 0.3 0.9
F 3.6713 6.2830 -2.0157 -0.1 -0.3 -0.1
F 3.8866 7.4612 -3.8264 -0.3 -0.1 -0.3
C 2.0101 7.8888 -2.5054 -0.2 0.6 0.3
O 1.5418 7.7535 -1.1544 -0.2 -1.2 -0.4
C 0.4134 6.9562 -0.8913 0.4 1.3 -0.8
F -0.1900 6.6177 -2.0421 -0.1 -0.4 0.0
F -0.4573 7.7482 -0.2363 0.1 -0.2 0.3
C 0.7430 5.7483 -0.0075 0.1 -0.5 0.6
F 1.6754 4.9553 -0.5709 0.1 0.2 -0.3
F -0.3598 4.9899 0.1802 -0.1 0.3 -0.1
H 1.8957 6.1105 -4.8111 0.1 0.2 0.0
H 2.5934 8.8114 -2.4799 0.1 -0.2 0.1
H 1.1912 8.0969 -3.1956 0.0 -0.3 0.0
H 1.1174 6.0714 0.9659 -0.1 0.2 0.0
F -5.5485 1.2314 3.2878 -0.3 0.2 0.0
C -5.5219 -0.1063 3.1804 0.7 -0.2 0.2
F -4.6455 -0.3889 2.1823 -0.2 -0.2 -0.3
C -6.8919 -0.7089 2.8570 -0.8 0.3 -0.3
F -7.3257 -0.2938 1.6449 0.2 0.1 0.0
F -6.7149 -2.0568 2.7545 0.3 0.0 0.3
C -8.0221 -0.4938 3.8927 -0.6 -0.2 0.4
O -8.9697 0.5598 3.6519 1.0 0.7 -0.3
C -8.6726 1.8682 4.0696 -0.2 -1.6 0.6
F -7.5875 1.8661 4.8582 0.3 0.3 -0.2
F -9.7000 2.2512 4.8546 -0.1 0.3 -0.3
C -8.5603 2.8452 2.8948 -0.1 0.4 -0.5
F -7.6041 2.4740 2.0230 0.1 -0.3 0.1
F -8.2319 4.0795 3.3392 -0.1 -0.1 0.3
H -5.1161 -0.5201 4.1075 -0.1 -0.1 0.0
H -8.6328 -1.3975 3.8446 0.1 0.1 -0.2
H -7.6446 -0.4677 4.9159 0.2 0.2 -0.1
H -9.5059 2.9073 2.3524 -0.1 -0.1 0.2

2.
76
Properties=species:S:1:pos:R:3:forces:R:3 method="wB97M-V/def2-TZVPD" fmax_ha_per_bohr=0.0061 e_above_lowest_kcal_mol=0.2 total_charge=-1 homo_energy_ev=-3.94 e_lumo_ev=2.0
K -0.0472 -1.2512 -0.4839 0.2 -0.1 0.2
I -8.2337 0.5705 -0.9051 0.1 0.0 0.0
C -6.1356 0.4434 -0.9653 -0.2 0.1 0.1
C -5.5187 -0.2967 -1.9594 0.1 0.0 0.0
C -4.1391 -0.3729 -1.9665 0.1 -0.1 -0.1
I -3.1637 -1.4692 -3.4669 0.0 0.0 0.1
C -3.3009 0.2573 -1.0051 0.0 0.0 0.0
O -2.0340 0.1421 -1.0009 -0.1 0.3 -0.1
C -3.9956 1.0449 -0.0307 0.0 0.0 0.0
C -3.1908 1.8903 0.9355 0.0 0.0 -0.1
N -2.0785 1.2604 1.6428 0.1 0.0 0.1
C -2.4175 -0.0294 2.2373 0.0 0.0 0.0
C -1.2959 -0.4848 3.1325 0.0 0.1 0.0
C -1.4280 -0.5254 4.5174 0.0 0.0 0.0
C -0.3561 -0.9474 5.2847 0.0 0.0 0.0
C 0.8144 -1.3310 4.6478 0.0 0.0 0.0
C 0.8582 -1.2562 3.2652 0.0 0.0 0.0
N -0.1587 -0.8271 2.5248 -0.1 -0.1 -0.1
C -5.3755 1.1121 -0.0123 0.0 -0.1 0.0
H -6.0985 -0.8087 -2.7147 0.0 0.0 0.0
H -3.8774 2.3126 1.6771 0.0 0.0 0.0
H -2.7602 2.7341 0.3858 0.0 0.0 0.0
H -1.3448 1.0890 0.9609 -0.1 0.0 -0.1
H -2.5890 -0.8016 1.4732 -0.1 0.0 0.0
H -3.3359 0.0765 2.8193 0.0 0.0 0.0
H -2.3582 -0.2257 4.9820 0.0 0.0 0.0
H -0.4350 -0.9795 6.3643 0.0 0.0 0.0
H 1.6706 -1.6864 5.2055 0.0 0.0 0.0
H 1.7449 -1.5631 2.7197 0.0 0.0 0.0
H -5.8660 1.7063 0.7510 0.0 0.0 0.0
C -0.0166 -3.9026 1.1065 0.1 0.0 -0.1
C -0.8990 -4.0966 0.0259 0.0 0.0 0.0
C -0.1389 -4.1466 -1.1606 0.1 0.0 0.0
C 1.2188 -3.9818 -0.8109 0.0 0.0 0.0
C 1.2940 -3.8290 0.5908 0.0 0.0 0.0
H -0.2960 -3.8266 2.1491 0.0 0.0 0.0
H -1.9753 -4.1897 0.0919 0.0 0.0 0.0
H -0.5316 -4.2803 -2.1606 0.0 0.0 0.0
H 2.0628 -4.0058 -1.4909 0.0 0.0 0.0
H 2.2041 -3.7123 1.1679 0.0 0.0 0.0
C 4.4307 -1.4955 -2.6291 -0.1 0.0 0.0
P 2.7705 -0.7203 -2.4391 0.1 0.0 0.0
C 1.8500 -1.6213 -3.7482 0.0 0.0 0.1
C 3.1058 0.8793 -3.3246 0.0 0.0 0.0
C 1.8321 1.6105 -3.7654 0.0 0.0 0.0
P 0.6385 1.8593 -2.3682 -0.1 -0.2 0.0
C 1.2473 3.4653 -1.7073 0.0 -0.1 0.0
C -0.8427 2.4107 -3.2972 0.0 0.0 0.1
H 4.3830 -2.5193 -2.2556 0.0 0.0 0.0
H 5.1575 -0.9504 -2.0241 0.0 0.0 0.0
H 4.7682 -1.5062 -3.6684 0.0 0.0 0.0
H 2.3394 -1.5518 -4.7232 0.0 0.0 0.0
H 0.8349 -1.2256 -3.8224 0.0 0.0 0.0
H 1.7657 -2.6669 -3.4501 0.0 0.0 0.0
H 3.7481 0.6845 -4.1905 0.0 0.0 0.0
H 3.6801 1.5110 -2.6378 0.0 0.0 0.0
H 1.3054 1.0147 -4.5158 0.0 0.0 0.0
H 2.0839 2.5650 -4.2404 0.0 0.0 0.0
H 1.2943 4.2482 -2.4686 0.0 0.0 0.0
H 2.2405 3.3209 -1.2774 0.0 0.0 0.0
H 0.5869 3.7814 -0.8986 0.0 0.0 0.0
H -0.6442 3.2172 -4.0076 0.0 0.0 0.0
H -1.5915 2.7325 -2.5718 0.0 0.0 0.0
H -1.2617 1.5484 -3.8185 0.0 0.0 0.0
N 1.1002 2.9964 5.7706 0.0 0.0 0.0
C 1.4450 2.5608 4.7644 0.0 0.1 0.1
C 1.9040 2.0259 3.5154 0.1 -0.1 -0.2
C 3.1978 1.5268 3.3912 0.0 0.0 0.2
C 3.5870 1.0049 2.1763 0.0 0.0 -0.1
C 2.6719 1.0011 1.1299 -0.1 0.0 0.0
N 1.4314 1.4701 1.2373 0.1 0.1 0.1
C 1.0571 1.9735 2.4095 -0.1 0.0 0.0
H 3.8673 1.5474 4.2414 0.0 0.0 0.0
H 4.5781 0.5953 2.0369 0.0 0.0 0.0
H 2.9327 0.5800 0.1634 0.0 0.0 0.0
H 0.0292 2.3142 2.4890 0.0 0.0 0.0

3.
81
Properties=species:S:1:pos:R:3:forces:R:3 method="wB97M-V/def2-TZVPD" fmax_ha_per_bohr=0.1121 total_charge=0 homo_energy_ev=-7.52 e_lumo_ev=0.1
H 2.6054 1.2271 -0.0167 -0.1 -1.0 -0.6
N 2.6333 0.2999 -0.5167 -4.7 -0.2 -3.3
C 1.5545 0.2103 -1.3651 2.8 1.7 2.9
C 0.5309 1.5117 -1.4089 -0.5 0.1 0.6
C -0.1434 1.7236 0.1074 -1.6 0.5 2.5
C 0.5235 2.8203 1.1769 -2.7 -1.6 1.5
C -0.0707 3.0901 2.6860 -2.6 -3.5 -3.0
C -1.4313 2.2396 3.1025 1.3 -0.6 -3.6
C -2.1145 1.1751 2.0507 2.4 1.4 -1.8
C -1.5125 0.8576 0.5227 2.3 3.0 2.3
N -2.1610 -0.1434 -0.4287 -1.9 3.0 1.5
C -3.6743 0.1054 -0.5384 -4.2 0.6 -1.0
C -4.4264 0.2102 -2.0145 -2.3 0.5 3.2
C -6.0725 0.4664 -2.1088 0.7 0.0 3.3
C -7.0543 0.6411 -0.7910 5.5 -0.9 0.6
C -6.2865 0.5385 0.6913 2.3 -0.2 -2.9
C -4.6558 0.2853 0.8040 -0.7 0.3 -3.8
S -3.7137 0.2143 2.4653 0.7 1.2 -2.2
H 1.4035 -0.7680 -2.0007 0.2 2.1 1.3
H 1.1096 2.5184 -1.6710 -1.0 -2.4 0.6
H -0.3073 1.4032 -2.2379 1.7 0.1 1.8
H 1.4738 3.4551 0.8648 -2.2 -1.6 0.5
H 0.3740 3.8522 3.4552 -0.8 -1.7 -1.9
H -1.9736 2.3667 4.1473 1.3 -0.2 -2.5
H -1.7443 -0.1035 -1.3849 -0.4 0.1 1.2
H -3.8439 0.1244 -3.0351 -1.2 0.1 2.4
H -6.6142 0.5611 -3.1683 1.6 -0.3 2.5
H -8.2125 0.8513 -0.8365 2.7 -0.5 0.0
H -6.9015 0.6647 1.7056 1.7 -0.4 -2.8
C 5.2398 0.1962 -1.8884 0.0 -0.1 -0.5
C 6.6115 -0.4009 -2.1315 -1.5 0.1 0.4
C 7.4267 -0.5466 -0.8830 -0.3 -0.5 0.9
O 8.7535 -0.4838 -1.3730 0.4 0.6 -1.1
C 8.7045 0.2658 -2.5149 2.0 0.9 -1.2
O 9.6847 0.7023 -3.0973 -2.1 -1.0 1.3
O 7.4138 0.4656 -2.9182 1.4 0.0 0.0
H 4.6452 0.1597 -2.8077 0.0 -0.1 0.1
H 4.7007 -0.3492 -1.1086 0.3 0.2 -0.4
H 5.3099 1.2517 -1.6037 0.1 -0.2 0.2
H 6.5201 -1.3556 -2.6635 0.1 0.0 0.1
H 7.2453 -1.5009 -0.3788 0.2 0.2 -0.1
H 7.2814 0.2693 -0.1665 -0.2 -0.1 -0.2
C -8.1739 -2.4090 5.9392 0.3 -0.4 -0.3
C -7.9360 -0.9733 5.5155 0.0 -1.1 0.9
C -9.0638 -0.0534 5.8713 -0.3 0.2 0.9
O -8.9511 0.9638 4.8930 0.4 -0.1 -1.2
C -8.3756 0.3804 3.7991 0.1 0.8 -1.7
O -8.3096 0.8973 2.6951 -0.7 -0.9 2.7
O -7.8860 -0.8593 4.1021 -0.4 1.2 -0.7
H -7.2706 -3.0055 5.7713 -0.1 0.1 0.1
H -8.4360 -2.4731 6.9991 0.1 0.1 -0.1
H -8.9690 -2.8727 5.3452 0.0 0.2 0.1
H -6.9824 -0.6123 5.9196 -0.1 0.1 0.0
H -8.9564 0.3638 6.8774 0.0 0.1 -0.3
H -10.0526 -0.5160 5.7800 0.1 -0.1 0.0
C 4.0175 -4.9183 1.4428 0.3 -0.2 -0.4
C 4.5537 -3.6347 2.0446 -0.4 -1.4 0.0
C 3.5267 -2.8663 2.8190 -0.5 -0.3 0.8
O 3.9989 -1.5353 2.7194 0.6 0.4 -0.9
C 4.7026 -1.4656 1.5496 0.6 2.2 -0.9
O 5.0818 -0.4268 1.0325 -0.7 -2.4 1.5
O 4.9238 -2.7115 1.0327 0.0 1.2 0.2
H 4.8359 -5.4976 1.0016 -0.1 0.0 0.1
H 3.5265 -5.5377 2.1987 0.1 0.1 0.0
H 3.3088 -4.7126 0.6332 0.0 0.1 0.3
H 5.4408 -3.8441 2.6546 -0.1 0.1 0.0
H 3.4760 -3.1815 3.8658 0.0 0.2 -0.2
H 2.5229 -2.9130 2.3828 0.1 -0.1 -0.1
C 2.3835 3.4369 -5.4558 -0.3 0.3 0.3
C 2.2319 1.9814 -5.0610 0.7 1.2 -0.2
C 2.6478 1.0265 -6.1379 0.9 -0.1 -0.4
O 1.8699 -0.1206 -5.8489 -1.1 0.0 0.5
C 0.7423 0.3300 -5.2216 -2.0 -1.4 0.4
O -0.2483 -0.3509 -5.0080 2.2 1.5 -0.4
O 0.8674 1.6441 -4.8669 -0.4 -1.2 -0.1
H 2.1894 4.0831 -4.5927 0.1 -0.1 -0.1
H 3.3924 3.6469 -5.8223 -0.1 -0.1 0.1
H 1.6571 3.7181 -6.2259 0.2 -0.2 0.0
H 2.7670 1.7854 -4.1239 0.0 -0.1 -0.1
H 3.7157 0.7911 -6.0932 -0.2 -0.1 0.0
H 2.3996 1.3697 -7.1483 0.0 0.1 0.1

4.
79
Properties=species:S:1:pos:R:3:forces:R:3 method="wB97M-V/def2-TZVPD" fmax_ha_per_bohr=0.0767 e_above_lowest_kcal_mol=71.6 total_charge=+1 homo_energy_ev="-10.25 / -10.25" e_lumo_ev="-5.8 / -5.8"
Tl -0.8230 -1.0294 -2.7561 0.6 0.5 -1.1
N 1.8733 2.8275 2.2319 2.8 0.0 -1.3
P 2.9389 1.3334 2.0199 -2.6 -0.6 -1.4
C 3.5224 1.0248 3.6363 1.2 1.5 3.1
C 2.7221 0.2424 4.5191 0.6 0.4 -2.0
C 3.0828 0.0331 5.8327 0.8 -0.3 0.8
C 4.3041 0.5285 6.3216 0.5 0.5 -1.6
C 5.1087 1.3253 5.4557 -0.4 -0.2 0.8
C 4.6707 1.6988 4.2012 -1.3 -1.7 -0.5
C 4.3639 1.8410 1.0574 1.8 -0.1 -0.2
C 4.3136 3.0004 0.3134 -1.5 0.4 -0.5
C 5.4249 3.4294 -0.3937 0.8 -0.5 -1.1
C 6.5193 2.5861 -0.5630 0.3 -0.2 0.8
C 6.7007 1.4595 0.3132 -0.2 1.5 -1.5
C 5.6135 1.0747 1.0296 -2.3 0.1 1.1
P 0.3725 2.8600 1.5015 -1.2 -2.8 0.4
C -0.6247 3.3171 2.9303 -0.9 1.5 -0.5
C -1.8579 3.9590 2.6861 0.5 -0.8 0.2
C -2.7011 4.2461 3.7485 -0.1 1.1 -1.2
C -2.3323 4.0300 5.0523 0.7 -2.0 0.3
C -1.1353 3.3393 5.2884 0.4 0.4 -0.3
C -0.2578 3.0510 4.2428 0.3 -0.4 0.3
C 0.0138 4.2014 0.3172 -0.9 1.7 -1.8
C -0.3756 3.9333 -1.1789 0.0 -2.9 2.7
C -0.5218 5.0535 -2.0144 0.9 -0.6 -2.5
C -0.1364 6.2628 -1.6346 0.7 3.7 0.4
C -0.0457 6.5615 -0.2425 -0.3 -0.9 -0.1
C -0.1043 5.5352 0.6960 -0.2 -0.9 0.6
H 2.4360 3.6653 2.0597 -0.1 0.1 0.7
H 1.8710 -0.2458 4.0333 0.1 0.1 0.6
H 2.4903 -0.6313 6.4555 0.0 0.2 0.0
H 4.7180 0.2713 7.2906 -0.4 0.0 0.0
H 6.1053 1.6594 5.7401 -0.3 0.0 0.4
H 5.2540 2.4033 3.6322 0.1 0.0 -0.3
H 3.3118 3.4720 0.0277 1.5 -0.2 1.1
H 5.4147 4.3964 -0.8868 -0.2 -0.3 -0.4
H 7.1782 2.7320 -1.4232 0.3 0.4 0.8
H 7.6867 1.0038 0.4161 -0.5 -0.4 -0.4
H 5.5958 0.1181 1.5404 0.3 0.2 0.4
H -2.1563 4.1710 1.6507 -0.1 -0.1 0.6
H -3.6085 4.7647 3.4869 -0.4 -0.1 0.3
H -3.0388 4.0822 5.8513 -0.3 0.6 0.4
H -0.8064 3.0383 6.2765 -0.3 0.2 0.1
H 0.7138 2.5825 4.4663 -0.6 0.2 -0.2
H -1.4999 3.4352 -1.2994 3.0 0.3 0.7
H -0.7141 4.7400 -3.0540 -0.1 0.8 0.4
H 0.1128 7.0883 -2.3308 -0.7 -0.7 0.3
H 0.0477 7.5394 0.2360 0.2 0.1 -0.9
H -0.2028 5.7826 1.7530 0.5 0.0 -0.2
C -1.9699 -6.2181 -4.5666 -0.3 2.0 -0.6
N -2.6266 -5.0092 -3.8737 -0.5 -0.9 -1.8
C -3.3363 -4.2318 -4.9656 1.3 -0.2 -0.6
N -4.3721 -4.9605 -5.7405 1.6 0.9 1.0
C -3.6129 -6.0804 -6.3232 0.4 -0.8 -0.2
N -2.9585 -6.9923 -5.3182 -0.3 1.0 1.1
C -4.0384 -7.3595 -4.3621 -2.1 -1.1 -1.9
N -4.7638 -6.2452 -3.7422 0.5 1.2 0.2
C -3.7685 -5.4537 -3.0321 0.7 -0.1 0.3
C -5.3695 -5.3510 -4.7534 -0.5 -1.8 -0.2
H -1.4094 -6.8088 -3.8705 -0.2 -0.5 0.7
H -1.1925 -5.8023 -5.2487 -0.7 -0.2 0.2
H -2.6207 -3.8639 -5.7242 0.0 -0.1 0.6
H -3.7348 -3.4038 -4.4265 -0.7 0.9 0.0
H -2.7982 -5.7362 -7.0299 -1.0 0.0 0.9
H -4.3091 -6.6827 -6.8924 -0.1 -0.2 -0.2
H -3.7992 -8.0617 -3.5462 0.6 0.3 -0.6
H -4.7730 -7.8704 -5.0741 0.6 0.3 1.3
H -3.3889 -6.0642 -2.2144 0.1 0.1 0.2
H -4.2140 -4.5213 -2.6633 -0.1 -0.4 0.3
H -5.8683 -4.4687 -4.2773 0.7 -0.7 -0.4
H -6.1536 -5.9808 -5.1935 0.0 0.4 -0.4
O -4.3554 -7.8337 8.6401 0.2 0.1 -0.3
H -4.1297 -7.6293 7.7177 0.0 -0.1 0.5
H -3.5193 -8.0050 9.0952 -0.2 0.1 -0.3
O -0.0610 -0.2551 -5.7416 0.1 0.7 0.1
N 0.2736 0.9066 -5.4161 -0.7 0.3 -0.1
O 0.5451 1.0512 -4.1200 -0.5 0.5 -1.5
O 0.2778 1.8605 -6.2510 0.4 -2.1 2.7
H 0.5085 3.2769 -1.6197 -2.1 0.5 0.5